Here is a cluster of 2 separate species, C3H10BNO in total in a non-equilibrium geometry from OMol25. Energies are from ωB97M-V/def2-TZVPD.

XYZ file:
```
16
Properties=species:S:1:pos:R:3
H -1.696 0.660 2.045
H 0.513 -2.020 -0.388
C -1.905 -0.115 1.235
C 0.744 -1.152 -1.064
H -1.980 -1.136 1.508
N 1.988 0.224 0.724
O 1.193 1.196 -1.316
H 2.221 -0.548 1.244
B 1.289 0.131 -0.527
C -1.769 0.264 -0.173
H 2.004 1.043 1.288
H -2.265 1.242 -0.345
H -0.669 0.373 -0.323
H -2.084 -0.553 -0.799
H 0.587 -1.508 -2.075
H 1.829 1.900 -1.035
```

Values from the calculation:
HOMO-LUMO gap (spin up / spin down), eV: 7.41 / 9.20
HOMO level (spin up / spin down), eV: -7.68 / -8.67
Energy relative to the best compared isomer or geometry (same formula, charge and spin), kJ/mol: 329.3
Net charge: 0

***

Here is a structure of composition C38H58As2FeI2N2 from OMol25. Energies are from ωB97M-V/def2-TZVPD.

XYZ file:
```
103
Properties=species:S:1:pos:R:3
C 4.117 3.227 0.926
H 0.518 5.863 1.728
H 3.140 0.114 -4.302
H 5.305 4.418 -0.397
C -0.792 6.186 -1.157
H -2.387 -6.026 1.884
H -2.143 -2.521 4.891
C -2.874 0.787 -1.600
H -1.730 -2.949 -0.700
H 1.046 -2.501 -1.038
H 0.380 -3.024 4.773
C 2.820 -4.162 -0.027
C -4.090 -0.511 -3.390
H -0.476 7.165 -0.797
I -1.298 1.728 2.675
H 4.513 0.541 2.826
C 0.079 4.945 1.334
H 1.658 1.534 2.369
H 1.377 -2.147 3.601
H 4.453 1.127 -3.700
C -0.674 3.333 -1.075
H -3.059 1.711 -1.041
H 3.002 -3.244 -0.589
Fe -0.034 0.262 1.066
H 0.517 4.095 1.854
C -6.539 0.149 -2.286
H 4.496 3.715 1.813
C 2.935 2.728 3.536
H 3.598 -4.862 -0.332
C 2.567 1.468 -2.703
H -2.924 -1.636 3.565
C 3.123 2.021 -1.401
H -7.494 0.423 -1.858
C 4.574 3.625 -0.319
H -1.001 4.943 1.490
C 0.069 -3.126 1.246
H -3.352 -1.727 1.472
C 2.034 -0.596 -0.576
C 3.179 2.213 1.051
C 0.464 -2.098 4.199
N 1.841 0.491 0.054
C 1.226 -1.781 -0.248
H -3.132 -0.748 -3.841
I -4.120 3.806 0.813
C -5.371 0.623 -1.704
H -2.952 -2.331 -1.837
C -1.739 -4.080 2.514
C 2.710 1.606 -0.126
C 3.432 0.394 2.772
H -2.089 0.978 -2.339
H 3.088 0.041 3.747
C -0.773 -1.901 3.316
H 1.661 0.897 -2.481
H 2.514 3.700 3.280
H -4.468 -1.203 0.178
H 2.959 -3.944 1.033
C 2.149 2.587 -3.663
H -5.209 -1.596 -4.862
H -1.633 3.432 -0.558
C 3.575 0.550 -3.402
H 2.431 2.371 4.435
C 4.074 3.033 -1.463
H 0.557 -1.267 4.900
H -2.476 -4.010 3.300
H 1.930 -5.490 -2.293
H 1.544 3.335 -3.156
N 0.773 -1.934 0.934
As -2.114 -0.485 -0.322
As 0.500 4.830 -0.573
C -1.680 -5.221 1.731
C -4.132 0.290 -2.248
H -5.410 1.283 -0.842
H 4.408 3.383 -2.431
C -1.991 -2.127 -1.368
H -0.535 -6.308 0.298
C 0.268 -4.348 0.566
H 2.830 -0.720 -1.311
H -1.927 -0.779 4.729
H -0.835 3.389 -2.152
H -1.778 5.951 -0.753
H -0.831 6.215 -2.245
H -3.886 -0.023 1.382
H 1.571 2.169 -4.490
C -0.847 -3.037 2.317
H 3.935 -0.261 -2.764
H 1.580 -5.837 0.034
C 2.738 1.712 2.414
H -1.229 -2.037 -2.144
C -3.626 -0.910 0.804
H 3.017 3.088 -4.092
C -6.487 -0.659 -3.414
H 0.195 -5.408 -1.968
C -5.258 -0.984 -3.971
C 1.456 -4.804 -0.298
H -0.632 -0.956 2.792
H 3.234 -0.392 2.042
C -2.020 -1.710 4.170
H 3.992 2.859 3.780
C -0.655 -5.364 0.819
H -0.303 2.323 -0.845
H 1.107 -3.942 -2.301
C 1.150 -4.910 -1.798
H -7.401 -1.023 -3.866
```

Values from the calculation:
<S²>: 6.017
HOMO-LUMO gap (spin up / spin down), eV: 4.00 / 3.91
2S+1: 5
HOMO level (spin up / spin down), eV: -6.04 / -6.03
Energy relative to the best compared isomer or geometry (same formula, charge and spin), kJ/mol: 0.0
Net charge: 0

***

Here is a structure of composition C16H15InNO9 in a non-equilibrium geometry from OMol25. Energies are from ωB97M-V/def2-TZVPD.

XYZ file:
```
42
Properties=species:S:1:pos:R:3
C -0.696 4.600 -3.958
O 1.823 7.373 -5.772
H 0.324 -0.554 3.761
H -1.182 3.176 1.587
H 0.328 3.709 2.158
O -1.092 7.035 -6.522
H 3.038 0.126 3.209
C -2.319 -6.600 0.855
O -2.849 -8.678 1.420
C -1.840 -8.470 -0.856
C -1.838 -5.605 -0.028
O -1.618 -9.678 -1.212
H -1.066 -7.845 -2.779
H -0.896 3.391 3.312
C 1.666 5.705 -4.436
N 2.211 -0.371 2.910
C -1.316 -6.127 -1.483
C 2.013 -0.025 5.198
H 2.538 -1.295 3.153
In 0.557 -0.376 -1.447
C -1.449 -7.577 -1.806
C 0.938 4.768 -3.645
H -2.298 5.552 -5.033
O 1.439 3.993 -2.923
H 2.720 5.778 -4.209
O -0.712 -5.259 -2.171
H 1.374 0.242 6.039
C -1.225 5.494 -4.925
O -1.591 -4.453 0.353
H 0.142 1.807 4.400
C -0.518 6.391 -5.548
C 0.816 1.536 3.587
C -2.345 -7.936 0.508
O -1.281 3.631 -3.418
H 2.946 0.536 5.257
C 1.027 6.483 -5.319
O 0.018 1.622 2.477
H -2.705 -6.338 1.829
H 2.431 -0.947 5.605
H 1.724 2.137 3.636
C -0.466 2.999 2.390
C 1.229 0.048 3.847
```

Values from the calculation:
HOMO-LUMO gap, eV: 1.04
HOMO level, eV: -3.63
Energy relative to the best compared isomer or geometry (same formula, charge and spin), kJ/mol: 603.1
Net charge: -1

***

Here is a cluster of 2 separate species, C3H6O in total in a non-equilibrium geometry from OMol25. Energies are from ωB97M-V/def2-TZVPD.

XYZ file:
```
10
Properties=species:S:1:pos:R:3
C -2.273 -0.268 -0.221
H 2.403 0.395 1.021
H 1.199 -1.092 0.565
O 0.915 -0.417 -0.019
H -1.296 -0.605 -0.505
H 1.795 1.337 -0.445
C 2.091 0.286 -0.079
C -3.360 0.222 0.071
H -4.414 0.320 0.251
H 2.939 -0.178 -0.639
```

Values from the calculation:
HOMO-LUMO gap, eV: 11.09
HOMO level, eV: -10.24
Energy relative to the best compared isomer or geometry (same formula, charge and spin), kJ/mol: 311.0
Net charge: 0
SMILES: C#C.CO

***

Here is an isolated molecule of CH2N2S4 in a non-equilibrium geometry from OMol25. Energies are from ωB97M-V/def2-TZVPD.

XYZ file:
```
9
Properties=species:S:1:pos:R:3
H -2.208 2.122 -0.112
N -1.437 0.123 0.739
S 2.724 -0.068 -0.965
S -1.657 0.854 -0.708
S -0.829 -1.359 0.892
N 0.515 -1.080 -0.123
C 1.296 0.046 -0.040
H 0.687 -1.940 -0.682
S 0.908 1.304 1.000
```

Values from the calculation:
HOMO-LUMO gap (spin up / spin down), eV: 6.75 / 5.70
HOMO level (spin up / spin down), eV: -8.57 / -8.22
Energy relative to the best compared isomer or geometry (same formula, charge and spin), kJ/mol: 233.9
Net charge: 0

***

Here is an isolated molecule of CH2N2O2S in a non-equilibrium geometry from OMol25. Energies are from ωB97M-V/def2-TZVPD.

XYZ file:
```
8
Properties=species:S:1:pos:R:3
C 1.482 -0.162 -0.064
N 2.090 1.127 0.038
H -0.335 -1.080 -0.081
O 3.290 1.223 -0.040
S 2.751 -1.634 0.011
O 1.303 2.052 0.207
N 0.171 -0.212 -0.034
H -0.302 0.686 0.050
```

Values from the calculation:
HOMO-LUMO gap (spin up / spin down), eV: 6.92 / 6.92
HOMO level (spin up / spin down), eV: -8.90 / -8.90
Energy relative to the best compared isomer or geometry (same formula, charge and spin), kJ/mol: 573.5
Net charge: 0
SMILES: NC(=S)[N+](=O)[O-]

***

Here is a structure of composition C26H43BaCl3N3O3Si in a non-equilibrium geometry from OMol25. Energies are from ωB97M-V/def2-TZVPD.

XYZ file:
```
80
Properties=species:S:1:pos:R:3
H 1.173 -3.821 2.717
C -1.072 -3.780 -5.394
H -1.409 2.462 2.769
H 4.586 -0.774 -3.890
C -1.817 -1.812 -3.952
H 2.007 -2.831 -3.743
H 0.652 -1.999 -1.952
H 3.759 -3.038 -3.961
H -2.383 -0.935 -5.831
H -3.445 -2.256 -5.312
C -1.997 -1.395 -2.447
C -0.674 3.806 4.326
H -0.447 -4.665 -5.212
C -1.815 -3.956 0.316
C 0.398 5.311 6.033
C -2.871 -1.387 -4.953
Ba 1.409 1.345 0.592
C 0.448 -0.711 3.050
H -1.147 -3.576 3.162
C -0.457 -4.297 0.340
H -1.843 1.107 -5.217
H 2.960 -3.671 -2.479
H -0.483 -0.116 3.082
C -1.401 -2.271 -1.404
C -0.660 3.207 3.064
H 2.287 -2.457 3.077
C 1.224 5.119 3.651
H -0.713 -3.325 -6.328
C -2.141 1.695 -4.342
Cl -1.577 0.282 0.874
H 1.033 2.691 -4.655
O -1.180 -0.575 -3.241
H 1.969 5.895 3.815
H -3.580 -0.674 -4.512
H 2.916 -0.245 -4.125
H -1.443 3.513 5.047
H -3.079 1.287 -3.957
O 1.555 -0.186 2.814
H -2.516 -4.500 0.963
H 3.856 0.407 -2.740
Si -0.792 1.828 -3.062
C -0.027 -2.569 -1.309
N 3.219 -1.584 -2.537
H -2.377 2.698 -4.715
C -0.971 -2.882 -4.229
N 0.246 -2.020 3.220
H -0.240 -3.169 -3.488
H -0.596 5.550 6.427
H 3.070 -2.461 -0.685
C 3.172 -1.483 -1.194
O 3.230 -0.415 -0.558
C 1.354 -2.951 3.364
H 1.502 -3.870 -0.489
C -1.345 2.719 -1.496
H -3.321 -2.637 -0.486
N 0.290 3.484 2.156
C 0.440 -3.596 -0.485
C 0.448 3.096 -3.816
H 0.855 4.594 6.729
H -2.093 -4.150 -5.572
H -2.115 3.464 -1.740
Cl 2.634 3.667 -0.748
C 3.674 -0.471 -3.365
C -2.269 -2.934 -0.506
H -0.505 3.269 -1.035
H -0.091 -5.095 0.995
C 0.307 4.746 4.644
H 1.008 6.217 6.048
H -1.456 -2.335 4.424
H 1.144 3.455 -3.033
H 1.903 4.660 1.624
H -0.130 3.964 -4.178
C -1.109 -2.508 3.393
H -1.746 2.015 -0.754
H -2.944 -0.903 -2.170
H 1.419 -3.291 4.409
C 1.185 4.445 2.424
H -1.768 -1.953 2.712
C 2.975 -2.851 -3.214
Cl 0.957 0.613 -2.068
```

Values from the calculation:
HOMO-LUMO gap, eV: 4.05
HOMO level, eV: -1.98
Energy relative to the best compared isomer or geometry (same formula, charge and spin), kJ/mol: 369.3
Net charge: -1

***

Here is an isolated molecule of C9H17BO in a non-equilibrium geometry from OMol25. Energies are from ωB97M-V/def2-TZVPD.

XYZ file:
```
28
Properties=species:S:1:pos:R:3
H -1.676 -0.368 -1.647
C 3.696 -0.809 1.238
C 1.634 -0.164 -0.303
H 1.586 -0.394 -2.375
H -0.382 0.412 2.237
H -2.840 -1.702 0.643
H 2.297 0.867 1.394
H -3.816 -1.545 -0.756
C -1.172 0.148 0.297
C 1.633 -1.084 -1.507
H -1.454 -1.079 2.008
C -3.289 -1.049 -0.081
O 0.519 1.968 -0.946
H -0.190 3.802 -0.339
C 2.468 -0.021 0.725
B 0.358 0.808 -0.362
H 3.496 -1.862 1.301
H -2.167 0.533 2.075
H 4.568 -0.553 0.672
H 4.014 -0.463 2.107
H 0.873 -1.833 -1.549
H 2.487 -1.572 -1.584
C -2.061 -0.303 -0.575
H -0.145 3.444 -1.959
H -4.028 -0.515 0.468
C -1.312 -0.041 1.798
C -0.351 3.013 -1.045
H -1.453 2.768 -0.896
```

Values from the calculation:
HOMO-LUMO gap, eV: 9.35
HOMO level, eV: -8.60
Energy relative to the best compared isomer or geometry (same formula, charge and spin), kJ/mol: 0.0
Net charge: 0
SMILES: C/C=C(\C)B(OC)/C(C)=C/C

***

Here is a cluster of 2 separate species, C9H14 in total in a non-equilibrium geometry from OMol25. Energies are from ωB97M-V/def2-TZVPD.

XYZ file:
```
23
Properties=species:S:1:pos:R:3
C 1.680 -0.537 -1.761
C -1.445 1.758 -1.026
H -1.494 -2.479 0.795
C -0.851 0.334 2.530
H 2.644 -1.024 0.103
C -1.465 -0.506 -0.003
C 2.909 -0.659 -0.889
H 3.687 -1.312 -1.320
H 3.397 0.303 -0.731
H -0.484 1.816 -1.530
H -0.902 2.347 1.628
H -1.830 2.757 -0.772
H -1.894 -0.863 -0.950
H 1.790 -0.243 -2.799
C -1.310 0.885 0.203
C -1.357 -1.429 1.021
C -0.788 -1.030 2.271
H 0.959 0.069 -1.195
H -2.151 1.236 -1.714
H -0.428 -1.785 2.930
C -1.136 1.256 1.555
H 1.246 -1.549 -1.907
H -0.778 0.654 3.560
```

Values from the calculation:
<S²>: 0.758
HOMO-LUMO gap (spin up / spin down), eV: 2.93 / 7.45
2S+1: 2
HOMO level (spin up / spin down), eV: 1.00 / -3.68
Energy relative to the best compared isomer or geometry (same formula, charge and spin), kJ/mol: 62.4
Net charge: -1

***

Here is a cluster of 2 separate species, CF3NO2 in total in a non-equilibrium geometry from OMol25. Energies are from ωB97M-V/def2-TZVPD.

XYZ file:
```
7
Properties=species:S:1:pos:R:3
N 1.626 -0.773 0.192
F 1.792 -0.152 -0.910
O -2.291 0.500 0.468
O -0.302 -0.200 0.822
F -0.968 0.036 -1.331
C -1.297 0.016 0.059
F 2.098 0.028 1.066
```

Values from the calculation:
HOMO-LUMO gap (spin up / spin down), eV: 7.50 / 7.50
HOMO level (spin up / spin down), eV: -11.02 / -11.02
Energy relative to the best compared isomer or geometry (same formula, charge and spin), kJ/mol: 366.2
Net charge: 0

***

Here is a structure of composition C43H43N4O4PSSiTi from OMol25. Energies are from ωB97M-V/def2-TZVPD.

XYZ file:
```
98
Properties=species:S:1:pos:R:3
H -5.668 -1.355 2.476
H -0.506 -1.566 4.965
H 5.884 -0.103 1.827
C -1.329 -4.329 3.011
H 1.582 -2.294 -1.809
C -0.783 0.248 6.071
C 2.630 -0.180 0.951
H -3.993 2.175 -1.088
H 4.870 -0.508 4.034
C 0.652 4.822 1.650
C 4.808 -0.183 1.914
C -4.192 1.455 -1.885
C -1.333 5.271 0.180
H -0.327 -6.232 3.135
C -1.348 -4.282 -0.440
C -0.994 -7.358 -0.493
C -3.024 0.098 0.910
C 0.766 -2.880 -1.415
C 4.011 -0.065 0.794
H 1.886 -5.311 2.528
H -1.100 1.448 -2.823
H 2.427 -0.721 4.292
H 0.746 5.883 1.892
H -1.946 1.782 1.655
S 2.697 -7.887 1.998
C -0.242 1.570 3.695
C -0.224 -5.172 2.933
H -0.990 -0.271 6.999
N 0.432 -8.784 0.782
H -4.143 1.985 -2.842
H -1.936 -7.195 -1.002
Ti -0.309 0.001 -0.500
Si -2.953 0.065 -1.837
H -5.212 1.084 -1.761
H 1.791 -4.754 -1.564
H 2.144 -2.911 2.114
H 1.071 6.425 -0.532
C -1.192 -2.968 2.772
C 2.043 -0.418 2.197
C -0.016 -6.389 -0.397
C 1.022 -4.659 2.600
H 4.433 0.117 -0.187
C -0.513 -0.486 4.921
H -4.487 -1.921 -1.774
C -2.754 1.090 1.854
H -0.625 -0.269 -2.869
H 1.637 4.358 1.724
O 1.682 -0.075 -1.307
H -2.004 4.758 0.872
C 1.642 -0.073 -0.087
N -2.208 -0.030 -0.242
C -4.091 -0.775 1.151
C -0.680 -8.581 0.096
C 2.857 -0.531 3.316
C -3.730 -1.522 -2.452
H -0.990 2.200 6.933
O 3.440 -6.664 1.765
O 3.369 -9.110 1.622
H -0.492 3.379 4.812
C -0.248 0.174 3.725
H -2.989 -2.302 -2.637
N -0.306 -2.192 -0.968
H -2.301 -4.731 3.271
H -2.184 -2.337 -0.137
H -1.375 -9.413 0.044
C -4.565 0.317 3.246
H -5.154 0.399 4.150
H -4.230 -1.311 -3.403
C 1.302 -7.768 0.832
H -1.772 0.325 -4.000
H 1.990 4.927 -0.767
H -0.006 4.358 2.389
C 0.991 5.363 -0.779
H -1.293 6.328 0.453
C -0.502 2.297 4.844
N 1.141 -6.603 0.217
C -1.344 -2.907 -0.501
H -2.059 -2.316 2.835
C -1.474 0.430 -2.954
C -3.514 1.193 3.011
C 0.001 3.228 -0.083
C 0.873 -4.245 -1.304
C -0.780 1.634 6.034
C -4.851 -0.665 2.307
H -1.751 5.188 -0.825
C 1.160 -3.298 2.355
C 4.231 -0.412 3.165
H -3.278 1.964 3.736
P 0.221 -0.651 2.172
C 0.065 -2.441 2.463
C -0.071 2.036 -0.330
O 1.974 -7.915 3.259
H -0.028 2.087 2.762
C -0.196 -4.970 -0.779
H 0.590 5.273 -1.789
C 0.076 4.662 0.235
H -2.198 -4.791 -0.007
H -4.313 -1.559 0.435
```

Values from the calculation:
HOMO-LUMO gap, eV: 5.93
HOMO level, eV: -7.75
Energy relative to the best compared isomer or geometry (same formula, charge and spin), kJ/mol: 0.0
Net charge: 0

***

Here is the ion C16H22FN3O with charge +2 in a non-equilibrium geometry from OMol25. Energies are from ωB97M-V/def2-TZVPD.

XYZ file:
```
43
Properties=species:S:1:pos:R:3
H -3.691 -2.274 0.236
H -1.198 -0.454 3.463
H -0.205 2.796 -0.072
C -2.178 -3.219 3.711
N -2.822 -5.259 2.213
N 2.048 2.345 -2.956
C 4.378 4.327 -1.932
O -2.686 -3.858 4.924
C 3.606 4.411 -3.348
C -2.023 -0.906 -0.577
H -4.193 -2.682 2.726
C -0.835 0.005 -0.183
H -0.910 -4.945 3.110
C 1.333 3.016 -1.894
H -2.287 -1.048 -1.689
F 5.770 4.097 -2.184
H 3.953 2.289 -3.907
H -1.218 -3.817 1.683
H -1.896 -3.928 5.517
H 2.698 5.106 -3.163
C 3.044 3.007 -3.874
C -0.539 0.202 1.356
H 1.481 4.143 -1.703
C -3.235 -2.152 3.096
H 2.641 3.030 -4.951
H 0.706 -1.074 -2.507
H -3.571 -1.371 3.861
H 3.947 3.479 -1.270
H -3.179 -4.927 1.297
C 0.345 2.297 -0.934
H 4.268 4.922 -4.137
H 0.305 0.863 1.748
H 2.379 0.372 -4.047
C -1.726 -4.316 2.592
N -2.514 -1.456 1.972
C 0.131 0.771 -1.179
C 1.826 0.922 -3.202
H 4.191 5.299 -1.334
C -1.430 -0.569 2.349
C -2.820 -1.608 0.577
H -3.581 -5.168 2.910
H -1.185 -2.715 4.038
C 0.872 0.045 -2.338
```

Values from the calculation:
HOMO-LUMO gap, eV: 6.04
HOMO level, eV: -14.29
Net charge: +2

***

| no. | M (g/mol) |
| --- | --- |
| 1 | 86.93 |
| 2 | 1002.39 |
| 3 | 480.11 |
| 4 | 58.08 |
| 5 | 170.31 |
| 6 | 106.11 |
| 7 | 717.42 |
| 8 | 152.05 |
| 9 | 122.21 |
| 10 | 115.01 |
| 11 | 818.84 |
| 12 | 291.37 |